[1]
Below is C6H10O2 in the gas phase at a distorted geometry, with properties calculated with ωB97M-V/def2-TZVPD.

Each line ends with the Mulliken charge.
Element x y z (Å)
C  0.9943  -0.4124  0.4266  0.557
C  0.8499  0.4879  -0.8127  -0.839
C  -1.6504  1.0437  -0.6218  -1.184
C  0.2983  -1.7602  0.4999  -1.394
C  -0.5803  0.2793  -1.3542  0.666
C  0.5935  0.5036  1.5755  -0.317
O  -0.7863  -0.3460  -2.3617  -0.556
O  -0.0542  0.1624  2.5287  -0.479
H  2.0733  -0.5667  0.5629  0.345
H  1.0622  1.5084  1.5480  0.367
H  1.0295  1.5544  -0.6802  0.453
H  1.5256  0.1175  -1.5841  0.322
H  -1.6891  0.7347  0.4205  0.299
H  -1.4238  2.1079  -0.6442  0.335
H  -2.6146  0.8799  -1.0973  0.354
H  -0.7819  -1.6592  0.4322  0.295
H  0.6469  -2.4099  -0.2989  0.361
H  0.5071  -2.2254  1.4608  0.413

Atomic forces in eV per Å
0.33 1.41 0.98
-0.84 -1.72 -1.42
-0.33 -0.34 -0.11
0.01 0.21 -0.31
0.74 1.25 -0.38
0.81 -0.87 0.84
-0.14 -0.33 0.09
-0.29 0.17 -0.13
-0.04 0.07 0.13
-0.19 0.11 -0.12
0.10 -0.09 0.48
-0.05 0.15 -0.11
-0.10 0.02 0.14
0.12 0.09 0.02
-0.02 -0.05 0.06
-0.12 -0.02 -0.09
-0.06 -0.08 -0.07
0.08 0.02 0.01

As for the total energy: -10478.591 eV. As for the SMILES: CC(=O)C[C@H](C)C=O. The HOMO-LUMO gap comes out at 10.46 eV. The calculation puts the energy relative to the best compared isomer or geometry (same formula, charge and spin) at 55.84 kJ/mol.

[2]
Below is C6H10O2 in the gas phase at a distorted geometry, with properties calculated with ωB97M-V/def2-TZVPD.

Each line ends with the Mulliken charge.
Element x y z (Å)
C  0.6345  -0.5239  -2.6428  -0.610
C  0.6696  0.1677  -0.3770  0.139
C  -0.4099  -1.1039  1.3137  -0.538
C  -1.1842  0.1086  1.0784  0.088
C  -0.9549  1.4560  1.5437  -0.298
C  0.3160  0.9233  0.8525  -0.457
H  0.5639  -1.6508  -2.4148  0.249
H  0.1386  -0.0058  -3.6348  0.227
H  1.7516  -0.2141  -2.6288  0.259
H  1.8088  0.3146  -0.4643  0.264
H  0.0919  -1.1469  2.3236  0.236
H  -1.0436  -1.9925  1.0123  0.327
H  -1.8082  0.1477  0.0753  0.151
H  -0.5581  1.6027  2.5575  0.219
H  -1.6092  2.3727  1.1753  0.240
H  1.1075  0.5221  1.6157  0.193
O  -0.0762  0.2221  -1.6611  -0.329
O  0.5620  -1.1995  0.2757  -0.361

Atomic forces in eV per Å
0.20 1.34 -1.52
1.13 -1.20 -0.13
-1.33 -2.80 0.21
-0.45 1.12 -2.15
0.73 2.68 0.31
-1.17 0.73 0.23
-0.15 1.68 -0.95
1.37 -2.32 2.03
-1.66 -0.59 -0.14
-1.66 -0.41 -0.90
-0.79 -0.21 -0.88
0.51 0.50 1.37
1.56 -0.45 2.01
-0.80 0.10 -0.14
1.41 -2.32 0.61
-1.74 1.12 -1.27
1.88 0.15 3.36
0.96 0.87 -2.06

As for the total energy: -10473.333 eV. As for the SMILES: CO[C@@H]1OC[C@H]2C[C@@H]21. The HOMO-LUMO gap comes out at 9.50 eV. The calculation puts the energy relative to the best compared isomer or geometry (same formula, charge and spin) at 563.15 kJ/mol.